# 1
Computed, not measured: one molecule with the formula C2H3NO2 in a non-equilibrium geometry, with ωB97M-V/def2-TZVPD.

Output
* max |F|: 3.23 eV Å⁻¹
* orbital gap (spin up / spin down): 0.3191 / 0.3192 Eh
* E_tot: -7703.179 eV
* LUMO level (spin up / spin down): 0.142 / 0.142 eV
* total charge: 0
* relative energy (zero: lowest compared OMol25 entry of this formula, charge and spin): 449.99 kJ/mol

Last column: Mulliken charge in e.
Cartesian coordinates (Å):
O 1.760 -0.731 -0.225  -0.206
O -0.608 -1.317 -0.264  -0.348
N -0.733 -0.172 0.532  -0.442
C -0.193 0.878 0.048  -0.098
C 1.401 0.324 -0.021  0.164
H -0.228 1.323 -0.981  0.224
H -0.269 1.678 0.678  0.335
H -1.131 -1.982 0.232  0.369

# 2
Computed, not measured: a 2-piece molecular cluster, C2H3NO2 overall in a non-equilibrium geometry, with ωB97M-V/def2-TZVPD.

Output
* max |F|: 3.93 eV Å⁻¹
* orbital gap: 0.4039 Eh
* E_tot: -7704.095 eV
* LUMO level: 1.019 eV
* total charge: 0
* relative energy (zero: lowest compared OMol25 entry of this formula, charge and spin): 361.62 kJ/mol

Last column: Mulliken charge in e.
Cartesian coordinates (Å):
O 0.492 -0.735 2.382  -0.102
O 0.582 -0.142 -1.801  -0.332
N 0.818 0.555 -0.564  -0.309
C -0.548 -1.123 2.614  0.101
C -0.387 -0.011 -0.808  -0.003
H -0.649 -0.761 -0.098  0.123
H 0.839 1.554 -0.741  0.244
H -1.146 0.663 -0.983  0.278

# 3
Computed, not measured: one molecule with the formula C2H3NO2 in a non-equilibrium geometry, with ωB97M-V/def2-TZVPD.

Output
* max |F|: 2.39 eV Å⁻¹
* orbital gap: 0.3799 Eh
* E_tot: -7702.077 eV
* LUMO level: 0.393 eV
* total charge: 0
* relative energy (zero: lowest compared OMol25 entry of this formula, charge and spin): 556.32 kJ/mol

Last column: Mulliken charge in e.
Cartesian coordinates (Å):
O -0.445 -1.489 -1.957  -0.137
O -0.788 0.615 -0.484  -0.482
N 0.432 -1.414 -0.815  -0.149
C -0.413 -2.524 -1.152  0.087
C 0.114 -0.317 0.036  -0.288
H -0.155 -0.705 0.975  0.366
H 1.080 0.050 0.433  0.270
H -0.388 1.163 -1.182  0.334

# 4
Computed, not measured: one molecule with the formula C2H3NO2 in a non-equilibrium geometry, with ωB97M-V/def2-TZVPD.

Output
* max |F|: 2.15 eV Å⁻¹
* orbital gap: 0.3893 Eh
* E_tot: -7706.445 eV
* LUMO level: 0.273 eV
* SMILES: O=C/N=C/O
* total charge: 0
* relative energy (zero: lowest compared OMol25 entry of this formula, charge and spin): 134.91 kJ/mol

Last column: Mulliken charge in e.
Cartesian coordinates (Å):
O -1.990 0.439 0.303  -0.493
O 2.347 0.306 0.636  -0.466
N 0.117 0.257 0.311  -0.481
C 1.409 -0.118 0.015  0.191
C -0.962 -0.136 -0.270  0.147
H -1.301 0.909 0.936  0.534
H -1.128 -0.824 -1.101  0.366
H 1.507 -0.833 -0.829  0.201

# 5
Computed, not measured: a 2-piece molecular cluster, C2H3NO2 overall in a non-equilibrium geometry, with ωB97M-V/def2-TZVPD.

Output
* max |F|: 4.30 eV Å⁻¹
* orbital gap: 0.4012 Eh
* E_tot: -7706.202 eV
* LUMO level: 0.433 eV
* SMILES: N=C=O.C=O
* total charge: 0
* relative energy (zero: lowest compared OMol25 entry of this formula, charge and spin): 158.36 kJ/mol

Last column: Mulliken charge in e.
Cartesian coordinates (Å):
O 2.284 0.172 1.028  -0.368
O -3.077 0.778 -0.796  -0.402
N -1.230 -0.307 0.134  -0.458
C 1.691 -0.155 0.051  -0.236
C -2.120 0.359 -0.295  0.521
H 1.974 -1.197 -0.480  0.227
H -0.397 -0.119 0.809  0.362
H 0.874 0.468 -0.452  0.355

# 6
Computed, not measured: a 2-piece molecular cluster, C2H3NO2 overall in a non-equilibrium geometry, with ωB97M-V/def2-TZVPD.

Output
* max |F|: 4.15 eV Å⁻¹
* orbital gap (spin up / spin down): 0.3176 / 0.3656 Eh
* E_tot: -7701.228 eV
* LUMO level (spin up / spin down): -1.137 / -1.337 eV
* total charge: 0
* relative energy (zero: lowest compared OMol25 entry of this formula, charge and spin): 638.22 kJ/mol

Last column: Mulliken charge in e.
Cartesian coordinates (Å):
O 0.319 2.114 0.222  -0.242
O 0.592 0.830 -0.134  -0.206
N -2.369 1.131 -0.642  -0.430
C -1.169 -0.417 0.938  -0.679
C -1.885 0.401 0.067  0.618
H -0.774 -0.187 1.991  0.269
H -0.782 -1.381 0.702  0.305
H -0.328 2.554 -0.339  0.365

# 7
Computed, not measured: one molecule with the formula C2H3NO2 in a non-equilibrium geometry, with ωB97M-V/def2-TZVPD.

Output
* max |F|: 2.67 eV Å⁻¹
* orbital gap: 0.3864 Eh
* E_tot: -7705.456 eV
* LUMO level: 0.977 eV
* total charge: 0
* relative energy (zero: lowest compared OMol25 entry of this formula, charge and spin): 230.27 kJ/mol

Last column: Mulliken charge in e.
Cartesian coordinates (Å):
O 2.083 0.166 0.366  -0.335
O -2.445 0.275 0.086  -0.486
N -0.171 0.301 0.317  0.047
C -1.371 -0.129 -0.262  0.198
C 0.937 -0.234 -0.173  -0.613
H -0.201 0.986 1.067  0.283
H -1.194 -0.872 -1.061  0.325
H 2.362 -0.494 -0.339  0.581

# 8
Computed, not measured: one molecule with the formula C2H3NO2 in a non-equilibrium geometry, with ωB97M-V/def2-TZVPD.

Output
* max |F|: 4.91 eV Å⁻¹
* orbital gap: 0.4066 Eh
* E_tot: -7704.423 eV
* LUMO level: 0.610 eV
* SMILES: O=C1N[C@H]1O
* total charge: 0
* relative energy (zero: lowest compared OMol25 entry of this formula, charge and spin): 329.96 kJ/mol

Last column: Mulliken charge in e.
Cartesian coordinates (Å):
O 1.434 -0.963 0.367  -0.567
O -2.329 -0.695 -0.137  -0.494
N -0.535 0.764 0.481  -0.166
C 0.183 -0.093 -0.453  0.131
C -1.229 -0.261 -0.012  0.326
H 0.532 0.355 -1.398  0.272
H 2.208 -0.524 0.050  0.288
H -0.264 1.415 1.101  0.210

# 9
Computed, not measured: a 3-piece molecular cluster, C2H3NO2 overall in a non-equilibrium geometry, with ωB97M-V/def2-TZVPD.

Output
* max |F|: 3.81 eV Å⁻¹
* orbital gap: 0.3151 Eh
* E_tot: -7698.620 eV
* LUMO level: 0.240 eV
* total charge: 0
* relative energy (zero: lowest compared OMol25 entry of this formula, charge and spin): 889.86 kJ/mol

Last column: Mulliken charge in e.
Cartesian coordinates (Å):
O -1.812 -0.548 -0.807  -0.214
O -1.482 0.297 -1.908  -0.256
N 0.534 0.088 -0.576  0.019
C 1.689 -0.045 -0.213  -0.200
C -0.712 0.216 -0.845  0.420
H 0.071 -0.619 1.966  0.027
H 2.262 0.584 0.591  0.236
H -0.550 0.027 1.793  -0.033

# 10
Computed, not measured: one molecule with the formula C2H3NO2 in a non-equilibrium geometry, with ωB97M-V/def2-TZVPD.

Output
* max |F|: 2.23 eV Å⁻¹
* orbital gap: 0.4044 Eh
* E_tot: -7707.740 eV
* LUMO level: 0.582 eV
* SMILES: O=CNC=O
* total charge: 0
* relative energy (zero: lowest compared OMol25 entry of this formula, charge and spin): 9.90 kJ/mol

Last column: Mulliken charge in e.
Cartesian coordinates (Å):
O -1.631 0.978 -0.060  -0.513
O 1.588 -0.930 1.451  -0.481
N 0.337 -0.157 -0.349  -0.083
C 0.597 -0.412 1.010  0.105
C -0.770 0.525 -0.803  0.124
H -0.854 0.556 -1.893  0.337
H -0.289 -0.156 1.670  0.291
H 1.022 -0.404 -1.026  0.220

# 11
Computed, not measured: C2H3NO2 as an isolated structure in a non-equilibrium geometry, with ωB97M-V/def2-TZVPD.

Output
* max |F|: 5.71 eV Å⁻¹
* orbital gap: 0.2965 Eh
* E_tot: -7702.856 eV
* LUMO level: -1.674 eV
* total charge: 0
* relative energy (zero: lowest compared OMol25 entry of this formula, charge and spin): 481.19 kJ/mol

Last column: Mulliken charge in e.
Cartesian coordinates (Å):
O 0.413 -1.700 -0.095  -0.366
O 1.324 1.580 0.033  -0.693
N -2.786 -0.629 0.431  -0.279
C -1.667 -0.808 0.228  0.416
C -0.348 -0.627 -0.058  -0.232
H 1.351 -1.510 0.188  0.419
H 0.136 1.323 -0.226  0.441
H 1.578 2.371 -0.502  0.294

# 12
Computed, not measured: C2H3NO2 as an isolated structure in a non-equilibrium geometry, with ωB97M-V/def2-TZVPD.

Output
* max |F|: 5.62 eV Å⁻¹
* 2S+1: 3
* orbital gap (spin up / spin down): 0.3425 / 0.2906 Eh
* E_tot: -7701.776 eV
* LUMO level (spin up / spin down): 0.885 / -2.414 eV
* total charge: 0
* ⟨S²⟩: 2.017
* relative energy (zero: lowest compared OMol25 entry of this formula, charge and spin): 304.33 kJ/mol

Last column: Mulliken charge in e.
Cartesian coordinates (Å):
O 2.057 -0.271 0.048  -0.511
O -1.061 0.685 0.026  -0.274
N 0.509 1.345 -0.215  -0.237
C -0.402 -0.588 0.012  -0.131
C 0.936 0.085 -0.064  0.471
H -0.392 -1.105 0.997  0.190
H 1.028 2.321 -0.201  0.257
H -0.944 -1.149 -0.816  0.235

# 13
Computed, not measured: a 2-piece molecular cluster, C2H3NO2 overall in a non-equilibrium geometry, with ωB97M-V/def2-TZVPD.

Output
* max |F|: 8.93 eV Å⁻¹
* 2S+1: 3
* orbital gap (spin up / spin down): 0.2688 / 0.2884 Eh
* E_tot: -7699.734 eV
* LUMO level (spin up / spin down): 1.041 / -2.163 eV
* total charge: 0
* ⟨S²⟩: 2.006
* relative energy (zero: lowest compared OMol25 entry of this formula, charge and spin): 501.35 kJ/mol

Last column: Mulliken charge in e.
Cartesian coordinates (Å):
O -0.311 -0.197 1.339  -0.237
O -0.088 -0.065 -1.587  -0.546
N 0.990 0.233 -1.215  0.400
C 2.008 0.607 -0.804  -0.216
C -1.433 -0.411 1.029  -0.361
H 2.823 1.187 -0.617  0.376
H -1.578 -1.536 0.780  0.263
H -2.411 0.182 1.075  0.320

# 14
Computed, not measured: one molecule with the formula C2H3NO2S in a non-equilibrium geometry, with ωB97M-V/def2-TZVPD.

Output
* max |F|: 2.18 eV Å⁻¹
* orbital gap: 0.3935 Eh
* E_tot: -18540.440 eV
* LUMO level: 0.277 eV
* SMILES: O=CS/C=N\O
* total charge: 0
* relative energy (zero: lowest compared OMol25 entry of this formula, charge and spin): 290.66 kJ/mol

Last column: Mulliken charge in e.
Cartesian coordinates (Å):
S -0.409 -0.704 -0.538  -0.174
O 1.998 1.023 -0.396  -0.273
O -2.617 0.631 0.100  -0.425
N 1.940 0.037 0.512  -0.172
C -1.484 0.334 0.427  0.144
C 0.926 -0.738 0.539  -0.145
H 1.231 0.974 -1.000  0.304
H 1.021 -1.564 1.262  0.415
H -0.981 0.778 1.333  0.325

# 15
Computed, not measured: C2H3NO2S as an isolated structure in a non-equilibrium geometry, with ωB97M-V/def2-TZVPD.

Output
* max |F|: 1.52 eV Å⁻¹
* orbital gap: 0.3606 Eh
* E_tot: -18541.536 eV
* LUMO level: 0.799 eV
* total charge: 0
* relative energy (zero: lowest compared OMol25 entry of this formula, charge and spin): 184.91 kJ/mol

Last column: Mulliken charge in e.
Cartesian coordinates (Å):
S 2.238 -0.991 -0.930  -0.167
O -1.173 0.446 -0.307  -0.324
O -1.014 0.316 1.953  -0.414
N 0.928 -0.454 -0.066  -0.273
C -0.045 -0.141 -0.782  0.146
C -1.525 0.736 0.967  0.162
H -0.044 -0.095 -1.858  0.373
H -2.467 1.305 0.921  0.339
H 3.102 -1.122 0.102  0.158

# 16
Computed, not measured: one molecule with the formula C2H3NO2S in a non-equilibrium geometry, with ωB97M-V/def2-TZVPD.

Output
* max |F|: 4.85 eV Å⁻¹
* orbital gap (spin up / spin down): 0.2909 / 0.3562 Eh
* E_tot: -18536.999 eV
* LUMO level (spin up / spin down): -0.514 / -0.228 eV
* total charge: 0
* relative energy (zero: lowest compared OMol25 entry of this formula, charge and spin): 622.63 kJ/mol

Last column: Mulliken charge in e.
Cartesian coordinates (Å):
S -3.172 0.128 0.217  0.434
O -3.428 -0.077 -1.199  -0.417
O -2.063 1.501 0.659  -0.361
N -0.184 -0.298 -1.034  -0.529
C -1.510 0.292 0.720  0.285
C -0.145 -0.276 0.402  -0.114
H 0.147 0.491 -1.550  0.215
H 0.723 0.456 0.849  0.218
H 0.058 -1.273 0.628  0.268

# 17
Computed, not measured: a 2-piece molecular cluster, C2H3NO2S overall in a non-equilibrium geometry, with ωB97M-V/def2-TZVPD.

Output
* max |F|: 3.21 eV Å⁻¹
* orbital gap (spin up / spin down): 0.3015 / 0.2526 Eh
* E_tot: -18537.053 eV
* LUMO level (spin up / spin down): -1.132 / -1.284 eV
* total charge: 0
* relative energy (zero: lowest compared OMol25 entry of this formula, charge and spin): 617.45 kJ/mol

Last column: Mulliken charge in e.
Cartesian coordinates (Å):
S 0.139 2.023 0.161  -0.248
O 2.210 -1.189 -0.321  -0.454
O -1.999 0.355 -0.332  -0.354
N -1.089 -0.711 -0.489  -0.278
C 0.754 0.613 0.012  0.323
C 1.617 -0.420 0.397  0.177
H 1.610 -0.514 1.517  0.260
H -2.091 0.753 0.534  0.334
H -1.151 -0.909 -1.478  0.241

# 18
Computed, not measured: one molecule with the formula C2H3NO2S, with ωB97M-V/def2-TZVPD.

Output
* max |F|: 0.84 eV Å⁻¹
* orbital gap: 0.3675 Eh
* E_tot: -18542.370 eV
* LUMO level: 0.557 eV
* SMILES: O=CNSC=O
* total charge: 0
* relative energy (zero: lowest compared OMol25 entry of this formula, charge and spin): 104.46 kJ/mol

Last column: Mulliken charge in e.
Cartesian coordinates (Å):
S -0.396 0.215 1.135  0.029
O 2.254 1.175 0.646  -0.539
O -1.928 -0.976 -0.625  -0.504
N 0.518 0.020 -0.262  -0.131
C 1.758 0.606 -0.304  0.105
C -1.829 -0.567 0.513  0.161
H 2.228 0.490 -1.307  0.308
H 0.026 -0.367 -1.081  0.293
H -2.632 -0.596 1.284  0.278

# 19
Computed, not measured: one molecule with the formula C2H3NO2S in a non-equilibrium geometry, with ωB97M-V/def2-TZVPD.

Output
* max |F|: 2.73 eV Å⁻¹
* orbital gap: 0.3386 Eh
* E_tot: -18540.886 eV
* LUMO level: -0.390 eV
* SMILES: O=CN(O)C=S
* total charge: 0
* relative energy (zero: lowest compared OMol25 entry of this formula, charge and spin): 247.68 kJ/mol

Last column: Mulliken charge in e.
Cartesian coordinates (Å):
S -0.073 -1.972 -1.539  -0.427
O 0.497 1.953 1.260  -0.435
O 1.380 0.310 -0.572  -0.330
N 0.161 0.123 -0.059  0.223
C -0.225 1.049 0.936  0.115
C -0.533 -0.961 -0.348  0.123
H 1.385 -0.340 -1.335  0.293
H -1.425 -1.013 0.297  0.208
H -1.166 0.852 1.360  0.232

# 20
Computed, not measured: one molecule with the formula C2H3NO2S in a non-equilibrium geometry, with ωB97M-V/def2-TZVPD.

Output
* max |F|: 5.57 eV Å⁻¹
* orbital gap: 0.2783 Eh
* E_tot: -18538.567 eV
* LUMO level: -2.005 eV
* SMILES: CC(=S)[N+](=O)[O-]
* total charge: 0
* relative energy (zero: lowest compared OMol25 entry of this formula, charge and spin): 471.43 kJ/mol

Last column: Mulliken charge in e.
Cartesian coordinates (Å):
S 1.090 1.875 0.351  -0.135
O 0.457 -1.818 0.269  -0.556
O 2.265 -0.639 -0.075  -0.492
N 1.083 -0.791 0.175  0.922
C -1.108 0.292 -0.191  -0.838
C 0.329 0.404 0.098  0.164
H -1.556 1.195 0.122  0.333
H -1.326 -0.644 0.455  0.320
H -1.234 0.127 -1.203  0.284